The following is a DFT calculation (ωB97M-V/def2-TZVPD) of a structure of composition CH3BBr2O2 in a non-equilibrium geometry.

Geometry (Å):
B: 1.00819 0.18775 -0.64623
C: -1.13868 -0.76522 0.70029
O: 1.09862 -0.26990 -1.83987
O: 1.49394 1.01224 0.18284
Br: -0.71779 0.20677 2.23597
Br: -2.63443 0.08777 -0.21644
H: -1.45424 -1.71441 1.05644
H: 1.16742 0.29839 -2.58066
H: 1.17697 0.95661 1.10764

Output
Multiplicity ... 1
LUMO level ... -0.3 eV
HOMO level ... -7.816 eV
Kohn-Sham gap ... 7.6 eV
Energy above the lowest of the compared OMol25 structures with the same formula, charge and spin ... 3.317 eV

Atomic partial charges in e from the Mulliken method, atoms 1 to 2: number 1, B, carries 0.404; number 2, C, carries -0.507